[1]
Density functional theory data (the ωB97M-V functional and the def2-TZVPD basis) for a structure of composition C24H27NO2 at a distorted geometry.

Output
* LUMO energy: -0.0183 Eh
* max |F|: 15.5 eV Å⁻¹
* gap between HOMO and LUMO: 8.779 eV
* relative energy (zero: lowest compared OMol25 entry of this formula, charge and spin): 1593.9 kJ/mol

```
! RIJCOSX wB97M-V def2-TZVPD def2/J DEFGRID3
* xyz 0 1
C -4.4797 -1.6745 -4.1440
C -3.2571 -2.3958 -3.6408
C -2.5340 -1.4799 -2.7069
C -1.8012 -0.2539 -3.4783
H -1.1748 -0.6885 -4.4756
H -2.5244 0.5213 -3.6971
C -0.6574 0.7537 -2.5874
C 0.6196 -0.2921 -2.6287
H 0.4735 -1.3465 -2.6215
H 1.1740 0.1358 -3.5865
O 1.3009 0.1104 -1.3616
C 1.2325 -0.6798 -0.2868
O 0.5750 -1.5345 -0.4485
C 2.0529 -0.1217 0.7082
C 1.7881 -0.1606 1.9500
C 0.3448 -0.0161 2.3423
C -0.0185 -0.8859 3.2184
C -1.4068 -0.9892 3.6493
C -2.5146 -0.4649 2.9055
C -2.0281 0.5769 1.9635
C -0.5834 0.4985 1.6148
H -0.3558 1.3868 0.9662
H -2.8062 1.0700 1.4262
H -3.4823 -0.2931 3.2605
H -1.8259 -2.0121 4.5355
H 0.5645 -1.5658 3.8418
C 2.7975 0.2548 2.9425
C 3.7977 -0.4454 3.1584
C 4.8350 -0.0001 4.1969
C 4.3872 0.7785 5.1415
C 3.0607 1.2018 5.2271
C 2.3442 0.9183 4.1239
H 1.2387 1.4917 4.1110
H 2.9420 1.9378 5.9189
H 5.1396 0.9209 5.9943
H 5.5791 -0.6039 4.2542
H 4.2600 -1.2026 2.2650
C 3.3637 0.4106 0.2699
N 4.4661 0.4172 -0.1273
C -0.6956 2.0688 -2.9106
C 0.2245 3.0281 -2.3126
H -0.1626 3.1366 -1.0259
H 0.3848 3.9259 -2.5545
H 1.3965 2.5313 -2.2233
H -1.6063 2.3672 -2.9928
H -0.3086 1.9809 -4.2756
H -1.0737 0.6245 -1.6768
H -1.5480 -1.9055 -2.3433
H -3.0815 -1.1617 -1.8128
H -2.5150 -2.6992 -4.1729
H -3.5016 -3.3016 -2.9026
H -5.0336 -2.5600 -4.6523
H -4.3052 -1.0808 -4.9184
H -5.0613 -1.2326 -3.4203
*
```

[2]
Density functional theory data (the ωB97M-V functional and the def2-TZVPD basis) for the molecule C24H27NO5.

Output
* LUMO energy: 0.0100 Eh
* max |F|: 0.9 eV Å⁻¹
* gap between HOMO and LUMO: 8.293 eV
* relative energy (zero: lowest compared OMol25 entry of this formula, charge and spin): 93.4 kJ/mol

```
! RIJCOSX wB97M-V def2-TZVPD def2/J DEFGRID3
* xyz 0 1
C -7.0204 -3.5192 0.9282
H -6.4250 -3.8649 0.0776
O -7.8204 -2.4166 0.5798
C -7.1914 -1.2654 0.1624
C -5.8301 -1.0881 0.0396
C -5.2988 0.1345 -0.3968
C -6.1782 1.1724 -0.7054
C -7.5426 1.0018 -0.5859
C -8.0654 -0.2080 -0.1546
O -9.4043 -0.3690 -0.0400
H -9.5728 -1.2683 0.2749
H -8.2289 1.7989 -0.8223
H -5.7940 2.1213 -1.0409
C -3.8631 0.2584 -0.5058
C -3.1640 1.3353 -0.8919
C -1.7031 1.2964 -0.9351
O -1.0063 0.3384 -0.6882
O -1.1993 2.4828 -1.3384
C 0.2074 2.5750 -1.2718
C 0.6347 2.5809 0.2072
O -0.1932 2.7083 1.0841
N 1.9580 2.4779 0.4547
C 2.9903 2.1777 -0.5104
H 2.6708 2.4465 -1.5157
C 3.3659 0.6964 -0.4252
H 4.1482 0.4708 -1.1515
C 3.8436 0.3626 0.9897
C 2.7607 0.7668 1.9926
C 2.3903 2.2399 1.8192
H 1.5679 2.5127 2.4815
H 3.2534 2.8801 2.0294
H 3.1052 0.5964 3.0138
H 1.8671 0.1618 1.8268
C 4.1858 -1.1296 1.1248
C 5.3474 -1.5075 0.2513
C 5.1534 -2.1594 -0.9595
C 6.2279 -2.4739 -1.7732
C 7.5137 -2.1381 -1.3869
C 7.7190 -1.4895 -0.1808
C 6.6433 -1.1775 0.6303
H 6.8096 -0.6761 1.5736
H 8.7206 -1.2283 0.1288
H 8.3530 -2.3834 -2.0209
H 6.0608 -2.9831 -2.7113
H 4.1520 -2.4265 -1.2658
H 3.3083 -1.7215 0.8588
H 4.4324 -1.3370 2.1689
H 4.7502 0.9448 1.1954
H 2.4871 0.0927 -0.6621
H 3.8652 2.7900 -0.2606
H 0.4782 3.5129 -1.7602
H 0.6499 1.7185 -1.7921
H -3.6109 2.2759 -1.1684
H -3.2885 -0.6226 -0.2437
H -5.1485 -1.8891 0.2795
H -6.3580 -3.2823 1.7663
H -7.7140 -4.3040 1.2261
*
```

[3]
Density functional theory data (the ωB97M-V functional and the def2-TZVPD basis) for a structure of composition C24H28AuNO5PS2 at a distorted geometry.

Output
* LUMO energy: -0.1477 Eh
* max |F|: 4.1 eV Å⁻¹
* gap between HOMO and LUMO: 6.857 eV
* relative energy (zero: lowest compared OMol25 entry of this formula, charge and spin): 129.9 kJ/mol

```
! RIJCOSX wB97M-V def2-TZVPD def2/J DEFGRID3
* xyz 1 1
Au -0.3610 0.0967 0.3089
C -2.5272 -3.7252 7.2247
C -2.1746 -3.5348 5.7784
C -1.9600 -4.6265 4.9427
C -1.6185 -4.4532 3.6104
C -1.5029 -3.1636 3.1154
C -1.7159 -2.0512 3.9247
C -2.0486 -2.2467 5.2498
S -1.1034 -2.9359 1.4335
O -2.0427 -2.0120 0.8554
O -0.8716 -4.2037 0.8055
N 0.3777 -2.0466 1.5876
C 1.4442 -2.6511 1.2138
C 2.3008 -1.8409 -0.6908
O 2.8759 -2.8023 -0.9955
O 1.9494 -0.7259 -0.7631
H -2.7603 -4.7652 7.4436
H -3.3875 -3.1151 7.5006
H -1.6953 -3.4252 7.8645
H -2.0636 -5.6287 5.3381
H -1.4498 -5.3006 2.9604
H -1.6481 -1.0513 3.5135
H -2.2279 -1.3903 5.8881
H 1.3991 -3.7109 0.9533
H 2.3728 -2.3244 1.6878
C -2.9731 -0.4840 -1.8011
P -1.1957 -0.1620 -1.8045
C -0.8766 1.4269 -2.6131
C 0.4333 1.9089 -2.6504
C 0.7026 3.1383 -3.2247
C -0.3326 3.9021 -3.7531
C -1.6348 3.4336 -3.7065
C -1.9093 2.1965 -3.1361
C -0.3862 -1.4895 -2.7342
C -0.6209 -2.8029 -2.3244
C -0.0074 -3.8565 -2.9825
C 0.8444 -3.6061 -4.0504
C 1.0805 -2.3020 -4.4588
C 0.4696 -1.2413 -3.8025
H -3.3600 -0.4796 -2.8210
H -3.4829 0.2667 -1.1999
H -3.1371 -1.4624 -1.3548
H 1.2412 1.3186 -2.2335
H 1.7202 3.5041 -3.2609
H -0.1202 4.8639 -4.2004
H -2.4412 4.0266 -4.1166
H -2.9303 1.8390 -3.1093
H -1.2711 -3.0116 -1.4841
H -0.1916 -4.8708 -2.6541
H 1.3263 -4.4283 -4.5624
H 1.7433 -2.1049 -5.2909
H 0.6574 -0.2285 -4.1332
C 2.0637 0.4191 3.2198
S 0.6936 1.5632 3.3095
C 1.6201 3.0900 3.2989
O 0.0242 1.5423 1.9502
H 2.6351 0.4868 4.1452
H 2.6808 0.6629 2.3547
H 1.6260 -0.5723 3.1233
H 2.1650 3.1753 4.2388
H 0.8944 3.8961 3.2187
H 2.2965 3.0933 2.4460
*
```

[4]
Density functional theory data (the ωB97M-V functional and the def2-TZVPD basis) for a structure of composition C24H28B2BrClF4N6O4Ru at a distorted geometry.

Output
* LUMO energy (spin up / spin down): 0.0744 / 0.0454 Eh
* max |F|: 5.8 eV Å⁻¹
* gap between HOMO and LUMO (spin up / spin down): 6.239 / 7.889 eV

```
! RIJCOSX wB97M-V def2-TZVPD def2/J DEFGRID3
* xyz -1 6
Ru -0.2922 -0.4911 0.1309
C 2.0045 -3.3757 -0.4906
C 1.6540 -2.3359 -1.4800
C 2.4438 -1.9482 -2.5938
C 1.6095 -1.0653 -3.3129
C 1.8506 -0.5280 -4.6943
N 0.4967 -0.8643 -2.6555
N 0.6017 -1.5238 -1.4378
B -0.7114 0.0625 -3.0694
N -1.9517 -0.7449 -2.4354
N -1.9824 -0.8610 -0.9926
C -3.0578 -1.6506 -0.7480
C -3.5416 -1.9569 0.5974
C -3.6719 -2.0735 -1.9493
C -2.9213 -1.4814 -2.9964
C -3.0566 -1.6777 -4.4754
N -0.5510 1.3454 -2.2696
N 0.1040 1.3161 -0.9928
C 0.1245 2.6031 -0.5935
C 1.0638 2.9846 0.4643
C -0.6265 3.4184 -1.4570
C -1.0232 2.5780 -2.4805
C -1.6668 2.8926 -3.7485
H 1.2546 -4.1909 -0.5456
H 2.1143 -3.0504 0.5290
H 2.9259 -3.8127 -0.8611
H 3.4077 -2.3790 -2.8594
H 2.0279 -1.3727 -5.3908
H 2.7286 0.0853 -4.7183
H 0.9674 -0.0165 -5.0539
H -0.8847 0.2470 -4.2863
H -2.8865 -2.6855 1.1764
H -4.5316 -2.3842 0.4890
H -3.6109 -1.0215 1.1872
H -4.4033 -2.8487 -2.1129
H -3.9005 -1.0663 -4.8238
H -3.2513 -2.7051 -4.6884
H -2.1226 -1.3960 -5.0140
H 2.0218 2.5301 0.3286
H 0.6967 2.6937 1.4510
H 1.1507 4.0356 0.3698
H -0.8019 4.4710 -1.1816
H -1.6967 3.9521 -3.9731
H -2.6847 2.5263 -3.7895
H -1.2240 2.4113 -4.5906
Br 3.8971 -3.8340 5.5244
C 3.3945 -2.1436 4.8399
C 4.0635 -0.9903 5.2219
C 3.8309 0.1844 4.5391
C 2.9300 0.2414 3.4671
C 2.3059 -0.9153 3.1002
C 2.4530 -2.1470 3.8284
C 1.4063 -0.8854 2.0216
O 1.3029 0.1534 1.2623
O 0.6259 -1.8567 1.8666
H 4.7338 -1.0193 6.0718
H 4.4349 1.0491 4.8090
H 2.8622 1.1343 2.8004
H 1.9589 -3.0662 3.5762
F -0.6751 2.9086 5.5520
B 0.5629 2.7635 4.8865
F 1.1754 1.5522 5.2986
F 1.4212 3.8606 5.0201
F 0.2935 2.6345 3.4770
Cl -4.2038 1.9559 3.1083
C -2.4998 2.0360 2.6553
C -2.1832 1.2620 1.3488
O -1.4927 0.1524 1.5042
O -2.6298 1.6553 0.2775
H -1.8980 1.5670 3.4731
H -2.2660 3.1015 2.5086
*
```

[5]
Density functional theory data (the ωB97M-V functional and the def2-TZVPD basis) for a cluster of 6 separate species, C24H28BF5O19S in total at a distorted geometry.

Output
* LUMO energy: -0.0279 Eh
* max |F|: 4.0 eV Å⁻¹
* gap between HOMO and LUMO: 8.190 eV
* relative energy (zero: lowest compared OMol25 entry of this formula, charge and spin): 104.4 kJ/mol

```
! RIJCOSX wB97M-V def2-TZVPD def2/J DEFGRID3
* xyz 0 1
C -6.3449 2.3383 -1.7243
C -5.3732 2.9418 -0.7066
S -3.9990 1.7901 -0.2937
C -3.3034 2.4327 1.3139
C -2.3003 1.4100 1.6724
C -0.9651 1.4483 1.6630
B -0.0613 2.7208 1.4237
O -0.5454 3.9127 1.9774
C 1.3852 2.7721 0.8048
C 2.3248 1.6678 1.4025
C -0.5811 -0.0285 1.8432
O 0.0199 -0.6583 1.0587
O -1.4133 -0.4466 2.8447
C -2.6388 0.0732 2.3519
O -3.6299 -0.3350 2.7537
H -5.9700 1.4575 -2.2527
H -7.2839 2.0959 -1.2190
H -6.6379 3.0536 -2.5003
H -5.8809 3.1317 0.2427
H -4.9084 3.8531 -1.0886
H -2.8846 3.4011 1.0529
H -4.1414 2.4313 2.0126
H 0.1371 4.2212 2.5895
H 1.3437 2.7040 -0.2818
H 1.8624 3.7193 1.0947
H 2.1798 0.7071 0.9047
H 3.3592 1.9753 1.2093
H 2.2292 1.5863 2.4910
C 1.4503 -2.0673 3.4914
C 2.8596 -2.3025 3.0261
O 3.2560 -3.4285 3.7944
C 2.1161 -4.1374 4.0533
O 2.0980 -5.2590 4.4362
O 1.0089 -3.3911 3.8062
F 3.6654 -1.2545 3.3327
H 1.4113 -1.4495 4.3918
H 0.8349 -1.6182 2.7164
H 2.9517 -2.5321 1.9655
C 3.5872 5.5900 -3.5506
C 2.5237 6.0030 -2.5680
O 2.0007 4.7576 -2.1378
C 3.0177 3.8566 -2.2453
O 3.0205 2.7860 -1.7309
O 4.0254 4.3419 -3.0070
F 1.5384 6.7103 -3.1686
H 3.1854 5.4296 -4.5522
H 4.4072 6.3018 -3.6088
H 2.8957 6.5594 -1.7054
C 3.9349 -1.1571 -1.2469
C 4.8057 0.0258 -0.9280
O 5.7411 0.0237 -1.9958
C 5.1001 -0.5290 -3.0665
O 5.4784 -0.4525 -4.1875
O 3.9686 -1.1735 -2.6791
F 5.4759 -0.1533 0.2445
H 4.3472 -2.0912 -0.8629
H 2.9246 -1.0429 -0.8818
H 4.2842 0.9763 -0.9057
C -5.7062 -2.7594 -0.4185
C -7.0642 -2.2014 -0.0868
O -7.3064 -1.3074 -1.1589
C -6.6238 -1.8057 -2.2345
O -6.8033 -1.4690 -3.3547
O -5.7168 -2.7408 -1.8476
F -7.0414 -1.5008 1.0723
H -4.8982 -2.1241 -0.0510
H -5.5619 -3.7693 -0.0409
H -7.8623 -2.9456 -0.0461
C 1.3495 -5.9710 -0.5869
C 2.8464 -5.8581 -0.4719
O 3.0682 -4.4731 -0.6910
C 1.9448 -3.8314 -0.2615
O 1.8806 -2.6644 -0.0471
O 0.9163 -4.6965 -0.1013
F 3.4742 -6.5631 -1.4407
H 1.0222 -6.0968 -1.6201
H 0.9406 -6.7793 0.0147
H 3.2485 -6.1419 0.5027
*
```

[6]
Density functional theory data (the ωB97M-V functional and the def2-TZVPD basis) for a structure of composition C24H28N2OS4SbSiTi at a distorted geometry.

Output
* LUMO energy: 0.0870 Eh
* max |F|: 1.5 eV Å⁻¹
* gap between HOMO and LUMO: 6.401 eV
* relative energy (zero: lowest compared OMol25 entry of this formula, charge and spin): 12.6 kJ/mol

```
! RIJCOSX wB97M-V def2-TZVPD def2/J DEFGRID3
* xyz -1 1
Ti -0.2050 -0.0661 0.3077
C -0.0027 0.8203 2.3235
Si -0.1182 2.6171 2.0463
C 0.8314 2.8313 0.4248
N 0.4076 1.8505 -0.6199
C -0.7594 2.3978 -1.4144
C -0.4451 2.5780 -2.8891
C 0.8076 3.4266 -3.0587
C 2.0017 2.7400 -2.3723
C 1.5623 1.5501 -1.5299
C -1.8768 3.2929 1.9839
C -2.2238 4.4625 1.3085
C -3.5214 4.9601 1.3346
C -4.5024 4.2977 2.0586
C -4.1772 3.1391 2.7524
C -2.8807 2.6454 2.7096
C 0.7774 3.7221 3.3009
C 2.1323 3.4918 3.5678
C 2.8295 4.2444 4.5007
C 2.1798 5.2523 5.2023
C 0.8368 5.4962 4.9606
C 0.1482 4.7399 4.0188
H -0.7185 0.4209 3.0403
H 1.0083 0.5856 2.6737
H 1.8594 2.5711 0.7018
H 0.8680 3.8457 0.0107
H -1.0185 3.3642 -0.9775
H -1.6152 1.7419 -1.2840
H -1.3122 3.0566 -3.3521
H -0.3304 1.6018 -3.3659
H 0.6236 4.4061 -2.6034
H 1.0179 3.6089 -4.1139
H 2.5658 3.4566 -1.7706
H 2.6972 2.3380 -3.1121
H 2.3742 1.1848 -0.9064
H 1.2806 0.7134 -2.1688
H -1.4700 5.0061 0.7474
H -3.7646 5.8659 0.7923
H -5.5145 4.6834 2.0838
H -4.9368 2.6130 3.3185
H -2.6484 1.7265 3.2370
H 2.6563 2.6955 3.0479
H 3.8775 4.0421 4.6855
H 2.7181 5.8404 5.9356
H 0.3209 6.2775 5.5061
H -0.9011 4.9509 3.8433
O -2.1373 0.5825 0.5051
N -3.1699 -0.1706 0.8570
C -4.3929 0.3762 0.6793
C -5.5257 -0.3020 1.0241
C -5.3837 -1.5863 1.5697
C -4.1371 -2.1182 1.7427
C -2.9637 -1.4111 1.3862
S -1.3869 -1.9918 1.5837
H -4.3658 1.3704 0.2606
H -6.4896 0.1586 0.8689
H -6.2584 -2.1582 1.8516
H -3.9987 -3.1064 2.1571
S 2.4094 -1.5387 -3.2486
Sb 1.0798 -2.4344 -1.6141
S 1.7382 -1.2026 0.5163
S -0.9687 -1.0797 -1.6844
*
```